Record 1
{"formula": "C9H11NO2Pd", "method": "the ωB97M-V functional and the def2-TZVPD basis", "symbols": ["C", "C", "C", "C", "C", "Pd", "C", "C", "C", "N", "H", "H", "H", "H", "H", "H", "H", "H", "H", "H", "O", "C", "O", "H"], "coordinates": [[-0.4824, -0.9360, -1.6959], [0.8575, -1.3107, -1.3855], [1.7008, -0.2010, -1.6781], [0.8821, 0.8634, -2.1492], [-0.4707, 0.4088, -2.1603], [0.2160, 0.4415, 0.0828], [-0.0395, -1.0630, 1.5459], [-1.4679, -0.6334, 1.3869], [-2.5695, -1.4246, 1.5323], [-1.4891, 0.7044, 0.9207], [2.7804, -0.1594, -1.5231], [1.1767, -2.2764, -0.9936], [1.2239, 1.8621, -2.4265], [-1.3443, 0.9942, -2.4536], [-1.3701, -1.5499, -1.5283], [0.1311, -2.1460, 1.5004], [-2.4221, 1.0984, 0.7805], [0.4370, -0.5988, 2.4287], [-2.4746, -2.4412, 1.9240], [-3.5768, -1.0405, 1.3296], [2.6289, 3.1695, 1.9615], [2.1019, 2.3427, 1.0896], [1.0136, 1.6757, 1.3941], [2.5571, 2.2202, 0.1172]], "atomic_forces_ev_per_a": [[-0.22, 0.01, -0.39], [-0.03, -0.18, -0.54], [0.17, 0.31, -0.18], [0.85, -0.16, -0.03], [-0.59, -0.68, -0.04], [3.43, 1.29, -3.30], [-1.73, -1.26, 2.06], [1.11, 1.75, 0.04], [-1.04, -0.36, 0.19], [-3.74, -2.42, 2.24], [-0.45, -0.03, -0.13], [-0.11, 0.42, -0.12], [-0.13, -0.42, 0.09], [0.39, -0.25, 0.11], [0.39, 0.24, -0.18], [-0.09, 0.37, -0.10], [0.14, -0.12, 0.13], [0.00, -0.04, -0.73], [-0.02, 0.37, -0.32], [0.44, -0.16, 0.12], [-1.90, -3.51, -4.19], [0.97, 3.54, 5.70], [1.98, 1.44, 0.12], [0.19, -0.15, -0.55]], "nbo_charge": [-0.3272, -0.2320, -0.3297, -0.2638, -0.2773, 1.0887, -0.6141, 0.0825, -0.2992, -0.5906, 0.2480, 0.2424, 0.2466, 0.2423, 0.2409, 0.2032, 0.3670, 0.2493, 0.2104, 0.1981, -0.6406, 0.6052, -0.7392, 0.0889], "lumo_energy_ev": [0.5, -2.4], "spin_multiplicity": 5, "gap_ev": [7.702, 6.541]}

***

Record 2
{"formula": "C9H11NO3", "method": "the ωB97M-V functional and the def2-TZVPD basis", "symbols": ["C", "C", "C", "C", "C", "C", "C", "C", "C", "H", "H", "H", "H", "H", "H", "H", "H", "H", "H", "H", "N", "O", "O", "O"], "coordinates": [[1.9066, 0.2437, -0.9911], [0.9138, 1.1632, -1.7779], [1.1500, -1.0981, -0.9163], [-0.0652, -0.9811, -0.0796], [0.1224, -0.7372, 1.3031], [-1.4723, -0.8822, -0.6386], [-0.9404, -0.5042, 2.0895], [-2.5198, -0.7061, 0.1598], [-2.3148, -0.5894, 1.5124], [1.9618, 1.5725, 0.5619], [3.3516, 1.4040, -0.1860], [2.7805, 0.0629, -1.7254], [1.8344, -1.8000, -0.3703], [0.8392, -1.3362, -1.9295], [1.0526, -0.8278, 1.8444], [-1.5633, -0.8369, -1.6955], [-0.8322, -0.2046, 3.1039], [-3.5612, -0.5214, -0.1866], [-3.1032, -0.0412, 3.2459], [0.2480, 2.8455, -1.8788], [2.5324, 0.8567, 0.1230], [0.1447, 0.7948, -2.5942], [-3.3762, -0.2821, 2.3146], [0.9107, 2.4051, -1.2887]], "atomic_forces_ev_per_a": [[0.71, 0.22, -3.71], [1.61, -0.61, 2.41], [0.73, -0.14, 1.32], [-3.17, 0.83, 0.31], [0.13, -1.04, -1.49], [5.89, -0.44, 0.25], [-4.90, -0.23, -1.13], [-2.81, 0.46, 1.36], [3.14, 1.56, 2.79], [-0.31, -0.41, 0.11], [-0.55, -0.72, 0.16], [-1.37, 0.09, 0.76], [-0.47, 0.15, -1.12], [0.60, -0.52, -0.01], [0.56, 0.22, -0.65], [-0.05, -0.27, -0.75], [-0.02, -0.07, 0.83], [0.92, -0.40, 0.04], [-0.17, -0.55, -1.75], [0.53, 0.01, 0.80], [0.86, 0.91, 1.06], [-0.98, -0.36, -1.82], [-0.11, 0.16, 1.28], [-0.76, 1.16, -1.07]], "nbo_charge": [-0.1320, 0.7784, -0.4426, -0.0500, -0.2168, -0.1749, -0.2852, -0.2915, 0.3276, 0.3737, 0.3683, 0.2133, 0.2263, 0.2456, 0.2254, 0.2250, 0.1997, 0.2290, 0.4852, 0.4971, -0.8273, -0.6071, -0.6798, -0.6874], "lumo_energy_ev": 0.7, "smiles": "N[C@@H](Cc1ccc(O)cc1)C(=O)O", "gap_ev": 8.465}

***

Record 3
{"formula": "C9H11NO3", "method": "the ωB97M-V functional and the def2-TZVPD basis", "symbols": ["C", "C", "C", "C", "C", "C", "C", "C", "C", "N", "O", "O", "O", "H", "H", "H", "H", "H", "H", "H", "H", "H", "H", "H"], "coordinates": [[-2.8155, 0.9436, 0.0662], [-1.7549, 1.6130, -0.5292], [-2.5791, -0.4845, 0.3568], [-0.5023, 1.0060, -0.6828], [2.3477, 0.2122, -0.7398], [2.0600, -0.5174, 0.5695], [-1.3123, -0.5394, 1.2240], [1.2618, -0.7344, -0.6029], [-0.1607, -0.2804, -0.7578], [-0.9662, -1.2590, -1.1550], [-2.2905, -1.1092, -0.8622], [-0.5970, -2.5347, -0.8556], [-0.7514, -1.5966, 1.5671], [-3.7834, 1.2949, 0.3797], [-1.9026, 2.7182, -0.6706], [-3.2942, -0.9105, 0.9691], [0.3222, 1.7468, -0.7712], [1.9777, 1.2878, -0.7956], [3.2335, 0.1139, -1.2867], [2.5790, -1.3511, 0.9083], [1.9202, 0.2441, 1.4047], [-1.1785, 0.4095, 1.6434], [1.2088, -1.8064, -0.9623], [-0.8130, -2.7039, 0.0721]], "atomic_forces_ev_per_a": [[0.96, 0.33, -0.44], [-3.67, 0.90, 1.50], [3.29, 2.50, -0.05], [1.00, 2.53, -0.59], [-0.09, 1.84, 0.50], [0.58, 3.66, 2.17], [-0.04, -3.30, 0.84], [-3.06, -2.26, -2.12], [2.37, 0.52, 0.30], [-1.92, -1.71, -0.21], [-1.24, -1.40, -2.21], [0.26, -1.59, -0.95], [-1.07, 2.04, -0.21], [0.00, 0.84, -0.37], [0.51, -1.25, -0.08], [-1.91, -1.45, 0.63], [-0.65, -0.77, 0.32], [0.87, -1.58, 0.48], [0.99, -0.75, -0.89], [1.32, -1.17, 0.25], [-0.78, -1.34, -1.10], [0.98, 1.47, 1.38], [1.25, 1.60, 0.23], [0.05, 0.34, 0.61]], "nbo_charge": [-0.2279, -0.1861, -0.1028, -0.3272, -0.3940, -0.3943, 0.4145, -0.3108, 0.2132, 0.1465, -0.3473, -0.5524, -0.6023, 0.2174, 0.2275, 0.2227, 0.2249, 0.2014, 0.2215, 0.2232, 0.2201, 0.1435, 0.2787, 0.4901], "lumo_energy_ev": 0.5, "smiles": "O=C[C@H]1C=CC=C(C2CC2)N(O)O1", "gap_ev": 8.695}

***

Record 4
{"formula": "C9H11NO3S", "method": "the ωB97M-V functional and the def2-TZVPD basis", "symbols": ["C", "C", "C", "C", "C", "C", "C", "C", "C", "N", "O", "O", "O", "S", "H", "H", "H", "H", "H", "H", "H", "H", "H", "H", "H"], "coordinates": [[2.9544, -1.3228, -0.3896], [2.4783, -0.4689, -1.4906], [2.3167, -1.3373, 0.8061], [1.2952, 0.1824, -1.3026], [1.1932, -0.5228, 1.0505], [0.7207, 0.2634, -0.0167], [-0.7631, 2.3501, -0.3019], [-0.9850, 1.9761, 1.1312], [-0.4586, 0.9958, 0.0913], [-2.4673, -1.1222, 0.9416], [-3.2248, 0.6089, -0.7770], [-1.5497, -1.1623, -1.4852], [-1.6945, -2.3109, 0.8833], [-2.0053, -0.2218, -0.4998], [3.7532, -2.0228, -0.6814], [3.1538, -0.4156, -2.3420], [2.4922, -2.1524, 1.5355], [1.0716, 1.0539, -1.9132], [0.6962, -0.6304, 1.9448], [-1.6941, 2.6288, -0.8030], [0.0008, 2.9936, -0.4232], [-0.2818, 2.4290, 1.9773], [-2.0527, 1.9112, 1.4275], [-3.5149, -1.3325, 0.6977], [-1.4343, -2.3705, -0.0605]], "atomic_forces_ev_per_a": [[-0.03, 0.65, -3.21], [1.31, -2.04, 2.25], [-1.13, -1.06, 1.20], [1.38, 2.22, 0.69], [1.35, 0.18, -3.30], [2.17, -2.37, 0.68], [-3.03, 0.24, 0.23], [0.71, 0.34, 2.00], [-4.71, -0.48, 0.84], [-1.14, 0.18, -1.80], [2.71, -1.59, 0.58], [0.35, -0.32, -0.20], [-0.19, 0.01, 0.17], [-2.34, 3.46, 1.16], [-0.24, 0.44, 0.67], [-0.66, 0.13, -0.16], [0.42, 0.83, -0.33], [-0.54, -0.63, -0.69], [-1.17, 0.17, 1.86], [0.45, -0.43, -0.24], [2.68, 1.92, -0.90], [-1.44, -1.33, -2.09], [0.97, -0.22, -0.14], [2.19, 0.15, 0.51], [-0.08, -0.47, 0.20]], "nbo_charge": [-0.1934, -0.1864, -0.2195, -0.1864, -0.1431, -0.1194, -0.4454, -0.4151, -0.1257, -0.5174, -0.9294, -0.9291, -0.5697, 2.0783, 0.2168, 0.2209, 0.2210, 0.2164, 0.2210, 0.2581, 0.2221, 0.2340, 0.2471, 0.3689, 0.4753], "lumo_energy_ev": 0.1, "smiles": "O=S(=O)(NO)C1(c2ccccc2)CC1", "gap_ev": 9.248}

***

Record 5
{"formula": "C9H11NO4", "method": "the ωB97M-V functional and the def2-TZVPD basis", "symbols": ["C", "C", "C", "C", "C", "C", "C", "C", "C", "N", "O", "O", "O", "O", "H", "H", "H", "H", "H", "H", "H", "H", "H", "H", "H"], "coordinates": [[-4.2886, -0.3382, -0.1399], [-3.4811, -1.1260, -0.9373], [-3.7069, 0.5302, 0.7654], [-2.1204, -1.1706, -0.6736], [-2.3644, 0.4655, 1.1284], [-1.5120, -0.4246, 0.3809], [3.2347, 1.8404, 0.0744], [3.2249, 0.7777, -0.8414], [-0.0701, -0.6486, 0.4439], [3.2403, -0.4182, -0.3206], [3.2936, -1.5124, -1.2242], [3.0897, -0.6024, 0.9124], [0.6002, -1.2752, -0.3620], [0.5533, -0.0399, 1.4564], [-5.3169, -0.1814, -0.4289], [-4.0447, -1.8549, -1.4910], [-4.2597, 1.3288, 1.2495], [-1.3377, -1.9086, -0.9986], [-2.0539, 1.2803, 1.7830], [2.5109, 2.5356, -0.0894], [4.1506, 2.4922, 0.0421], [3.2455, 1.4762, 1.1088], [3.4225, 0.9119, -1.9080], [2.4557, -1.9194, -1.4020], [1.5344, -0.2183, 1.4718]], "atomic_forces_ev_per_a": [[0.35, 1.52, -0.81], [-0.17, -0.94, 1.18], [0.40, 0.27, 0.94], [1.76, -0.87, 1.55], [0.87, -0.17, -1.56], [-2.88, 0.46, -0.83], [3.10, 1.58, 2.77], [1.16, -2.55, -1.77], [2.67, 0.58, 0.77], [-1.79, 0.53, -1.05], [2.53, 0.95, 0.45], [0.57, -1.51, 0.00], [-1.05, -0.20, -0.25], [-0.80, 0.40, 0.65], [-0.28, -0.35, 0.30], [0.53, -0.16, -0.94], [-0.35, -0.30, -0.05], [-1.50, 0.65, -0.76], [0.55, -0.71, 0.11], [-2.56, 1.81, -0.36], [-0.32, -0.75, -0.44], [-0.43, 0.26, -0.43], [-0.37, -0.44, 0.40], [-1.62, 0.27, 0.79], [-0.36, -0.33, -0.66]], "nbo_charge": [-0.1835, -0.2171, -0.2203, -0.1661, -0.1537, -0.1857, -0.6955, 0.0328, 0.7937, 0.3613, -0.5650, -0.5489, -0.6626, -0.6997, 0.2142, 0.2190, 0.2132, 0.2532, 0.2282, 0.2367, 0.2339, 0.2640, 0.2206, 0.5087, 0.5187], "lumo_energy_ev": 0.2, "smiles": "C/C=[N+](\\[O-])O.O=C(O)c1ccccc1", "gap_ev": 9.350}

***

Record 6
{"formula": "C9H11NOS", "method": "the ωB97M-V functional and the def2-TZVPD basis", "symbols": ["C", "C", "C", "C", "C", "C", "C", "C", "C", "N", "O", "S", "H", "H", "H", "H", "H", "H", "H", "H", "H", "H", "H"], "coordinates": [[-3.2461, 0.2203, -1.0995], [-4.4613, 0.1034, 0.7322], [-2.1990, 0.3410, -0.2313], [2.8700, 0.2044, 0.1002], [2.3602, -0.3776, -1.1934], [1.9991, -0.4142, 1.3006], [0.8278, -0.6584, -0.9963], [0.7041, -0.7949, 0.5770], [0.1556, 0.3536, -0.0672], [-4.4812, 0.1741, -0.5450], [0.3408, 1.7008, -0.0515], [-2.8220, 0.2462, 1.4333], [-3.1545, 0.4458, -2.1462], [-5.4122, -0.1822, 1.2970], [3.9667, -0.0911, 0.3003], [2.8237, 1.4073, 0.1227], [2.6360, 0.2291, -1.9839], [2.8599, -1.3685, -1.3313], [2.4539, -1.2956, 1.8610], [1.8045, 0.3462, 1.9695], [0.2750, -1.1961, -1.6373], [0.0632, -1.5268, 1.0960], [-0.3642, 2.1331, 0.4931]], "atomic_forces_ev_per_a": [[1.42, 1.48, 0.08], [-0.66, -0.52, 1.48], [2.42, -0.82, 1.69], [1.76, 1.39, 2.23], [-0.94, -2.28, 1.35], [1.17, -1.75, -2.49], [2.95, 3.43, 4.35], [-0.33, -1.01, 1.34], [-3.88, 0.88, -3.15], [-0.96, -0.69, -0.15], [-0.36, -0.17, 0.79], [-0.87, -0.34, -1.77], [0.01, -0.45, -0.35], [1.65, 0.85, -0.50], [-1.57, 0.66, -0.53], [0.00, -2.88, -0.04], [0.19, 1.21, -1.84], [-0.46, 0.60, -0.11], [-0.41, 1.10, -1.01], [-0.40, 1.49, 1.72], [-1.83, -1.88, -2.07], [0.19, 0.41, -0.56], [0.92, -0.70, -0.46]], "nbo_charge": [-0.1695, -0.1242, -0.2956, -0.4125, -0.4107, -0.3982, -0.2718, -0.3277, 0.5321, -0.4325, -0.6987, 0.2641, 0.2102, 0.2215, 0.2222, 0.2251, 0.2194, 0.2082, 0.2199, 0.2121, 0.2370, 0.2586, 0.5112], "lumo_energy_ev": 0.0, "gap_ev": 8.766}

***

Record 7
{"formula": "C9H11NS", "method": "the ωB97M-V functional and the def2-TZVPD basis", "symbols": ["C", "C", "C", "C", "C", "C", "C", "C", "C", "N", "S", "H", "H", "H", "H", "H", "H", "H", "H", "H", "H", "H"], "coordinates": [[-0.6779, -0.6303, -1.9762], [0.0100, 0.6014, -0.8225], [1.2602, 0.4402, 0.8712], [-1.8578, -0.7317, 0.6208], [-0.5704, -1.3485, 0.6851], [-0.9197, -0.5311, -0.5128], [-3.1289, -1.4574, 0.2887], [2.9690, 1.7089, -0.3725], [2.2052, 1.5352, 0.9435], [0.4178, 0.1541, -1.9978], [0.6127, -0.5410, 1.8718], [-1.3155, -0.7981, -2.8223], [-1.9635, 0.1648, 1.0882], [-0.5024, -2.3764, 0.6902], [-3.7379, -0.8937, -0.2915], [-3.9182, -1.7969, 0.9685], [-2.7757, -2.3709, -0.2675], [2.1698, 1.7603, -1.1952], [3.5378, 0.7323, -0.5185], [3.5952, 2.5973, -0.1322], [1.6627, 2.3861, 1.2103], [2.9273, 1.3954, 1.6706]], "atomic_forces_ev_per_a": [[0.58, -0.65, 0.32], [1.02, 1.80, 3.61], [-0.16, 1.77, -3.79], [-2.66, -0.27, -1.53], [1.50, 0.87, 0.67], [0.44, -0.87, -0.03], [1.33, -3.25, 0.62], [-1.02, -0.88, -0.15], [0.34, -1.34, -1.33], [0.04, -0.76, -1.59], [-1.42, -1.94, 1.08], [-0.40, -0.11, -0.23], [-0.38, 2.38, 1.86], [0.25, -2.12, -0.19], [-1.33, 1.97, -2.59], [1.03, -0.09, 1.16], [-0.81, 0.72, 0.20], [1.66, 0.49, 0.89], [-0.30, 1.58, -0.06], [-0.09, -0.62, -1.25], [-1.03, 1.61, 0.29], [1.43, -0.28, 2.03]], "nbo_charge": [0.0070, 0.1268, -0.1889, -0.2220, -0.3156, -0.2087, -0.6046, -0.5951, -0.5151, -0.4432, 0.5618, 0.1920, 0.2214, 0.2316, 0.2144, 0.2216, 0.2010, 0.2483, 0.2067, 0.2119, 0.2495, 0.1991], "lumo_energy_ev": [-0.1, -0.1], "gap_ev": [6.803, 6.799]}

***

Record 8
{"formula": "C9H11O2P", "method": "the ωB97M-V functional and the def2-TZVPD basis", "symbols": ["C", "C", "C", "C", "C", "C", "C", "C", "C", "O", "O", "P", "H", "H", "H", "H", "H", "H", "H", "H", "H", "H", "H"], "coordinates": [[2.4834, 1.2067, -0.1796], [1.4860, 1.8139, 0.5743], [2.3250, -0.0738, -0.6861], [0.3153, 1.1107, 0.8060], [1.1454, -0.7849, -0.4767], [0.1751, -0.1529, 0.2693], [-0.8656, 1.5715, 1.6203], [0.8951, -2.1574, -1.0127], [-2.6350, -0.3461, -0.8559], [-2.0621, -1.9650, 1.3243], [-1.8602, 0.5626, 1.6736], [-1.6844, -0.7088, 0.6845], [3.3995, 1.7475, -0.3711], [1.6126, 2.8175, 0.9529], [3.1138, -0.5288, -1.2688], [-0.5601, 1.7679, 2.6574], [-1.3012, 2.4894, 1.2088], [1.7279, -2.8179, -0.7808], [-0.0139, -2.5585, -0.5668], [0.7738, -2.1358, -2.0957], [-1.9851, -0.4416, -1.7209], [-3.4383, -1.0739, -0.9324], [-3.0471, 0.6577, -0.8239]], "atomic_forces_ev_per_a": [[-0.01, 0.17, 0.09], [-0.06, -0.02, -0.04], [-0.10, -0.20, -0.10], [0.02, -0.22, -0.06], [0.13, 0.16, 0.01], [-2.83, -0.74, 0.74], [0.26, 0.51, 0.40], [0.05, -0.01, -0.09], [0.32, -0.31, 0.68], [0.14, -0.58, -0.04], [-0.18, -0.24, -0.42], [1.94, 1.68, -0.87], [0.06, 0.00, -0.02], [0.08, 0.09, 0.08], [0.12, 0.00, -0.02], [-0.06, 0.07, -0.24], [0.03, -0.10, 0.03], [0.01, -0.12, -0.01], [0.06, -0.19, -0.05], [0.01, -0.04, -0.07], [0.10, -0.01, -0.06], [-0.08, -0.02, 0.02], [0.01, 0.12, 0.03]], "nbo_charge": [-0.1864, -0.2144, -0.2162, -0.0717, -0.0320, -0.2651, -0.0759, -0.6352, -1.0141, -1.0631, -0.7912, 2.1040, 0.2158, 0.2137, 0.2134, 0.2020, 0.1904, 0.2276, 0.2292, 0.2213, 0.2440, 0.2567, 0.2473], "lumo_energy_ev": 0.7, "smiles": "Cc1cccc2c1[P@@](C)(=O)OC2", "gap_ev": 10.155}

***

One value per record, in order, for energy relative to the best compared isomer or geometry (same formula, charge and spin): 0.00, 149.57, 787.17, 529.43, 456.18, 554.69, 748.67, 0.00 kJ/mol.
One value per record, in order, for molar mass: 271.6, 181.2, 181.2, 213.3, 197.2, 181.3, 165.3, 182.2 Da.
One value per record, in order, for energy: -682.39295, -630.00137, -629.75852, -1028.04062, -705.13140, -877.52626, -802.16013, -841.44284 a.u..